80
Properties=species:S:1:pos:R:3:lowdin_spin:R:1 method="wB97M-V/def2-TZVPD" charge=+2 gap_ev="4.65 / 5.00" s_squared=0.7572 e_homo_ev="-13.47 / -13.47" multiplicity=2
Pt -0.166 0.223 -0.867 0.62
C -2.249 1.582 -3.469 0.00
C -2.731 1.748 -2.078 0.00
C -3.939 2.246 -1.587 0.00
C -3.825 2.190 -0.213 0.00
N -2.610 1.708 0.097 0.00
N -1.958 1.422 -1.045 -0.01
B -2.015 1.311 1.463 0.00
N -0.563 1.854 1.525 0.00
C -0.007 2.558 2.532 0.00
C 1.101 3.211 2.047 0.00
C 1.188 2.852 0.697 0.01
C 2.157 3.362 -0.301 0.00
N 0.177 2.034 0.414 0.03
N -2.085 -0.230 1.472 0.01
C -2.790 -1.059 2.262 0.00
C -2.918 -2.271 1.618 0.01
C -2.269 -2.114 0.385 0.01
C -2.208 -3.073 -0.746 0.00
N -1.763 -0.883 0.336 0.16
N -2.759 1.946 2.621 0.00
C -3.147 3.258 2.710 0.00
C -3.469 3.516 4.011 0.00
C -3.256 2.279 4.689 0.00
C -3.379 1.987 6.124 0.00
N -2.823 1.373 3.814 0.00
H -2.921 2.073 -4.164 0.00
H -2.195 0.526 -3.733 0.00
H -1.254 2.018 -3.565 0.00
H -4.770 2.601 -2.158 0.00
H -4.539 2.459 0.538 0.00
H -0.413 2.561 3.521 0.00
H 1.765 3.860 2.581 0.00
H 2.955 3.900 0.203 0.00
H 1.657 4.047 -0.984 0.00
H 2.582 2.550 -0.880 0.00
H -3.141 -0.734 3.222 0.00
H -3.440 -3.143 1.954 0.00
H -1.865 -4.049 -0.412 0.00
H -1.555 -2.709 -1.535 0.00
H -3.209 -3.203 -1.156 0.00
H -3.134 3.912 1.860 0.00
H -3.828 4.432 4.435 0.00
H -4.131 2.615 6.596 0.00
H -2.425 2.202 6.615 0.00
H -3.595 0.934 6.291 0.00
C 1.286 -4.646 -0.903 0.00
N 1.080 -3.787 0.243 0.00
C 1.196 -4.374 1.563 0.00
C 0.785 -2.515 0.108 0.01
O 0.634 -1.945 -0.987 0.08
H 2.195 -5.228 -0.764 0.00
H 1.372 -4.034 -1.798 0.00
H 0.441 -5.325 -1.026 0.00
H 1.258 -5.454 1.472 0.00
H 0.331 -4.121 2.174 0.00
H 2.092 -4.016 2.071 0.00
H 0.687 -1.981 1.065 0.00
C 4.791 -1.887 0.091 0.00
C 5.417 -1.228 -1.129 0.00
C 4.663 0.030 -1.521 0.00
S 2.912 -0.422 -1.913 0.00
O 2.132 0.259 -0.807 0.06
C 2.569 0.701 -3.336 0.00
C 2.060 -0.113 -4.513 0.00
C 0.844 -0.957 -4.142 0.00
H 5.381 -2.741 0.408 0.00
H 3.779 -2.223 -0.141 0.00
H 4.736 -1.190 0.921 0.00
H 5.425 -1.931 -1.963 0.00
H 6.452 -0.958 -0.911 0.00
H 5.119 0.499 -2.388 0.00
H 4.622 0.742 -0.699 0.00
H 3.456 1.274 -3.596 0.00
H 1.796 1.380 -2.961 0.00
H 2.853 -0.767 -4.879 0.00
H 1.799 0.571 -5.323 0.00
H 1.132 -1.842 -3.578 0.00
H 0.334 -1.276 -5.047 0.00
H 0.141 -0.378 -3.527 0.00

---

23
Properties=species:S:1:pos:R:3:nbo_charge:R:1 method="wB97M-V/def2-TZVPD" charge=0 smiles=CNCCS.O.O.O gap_ev=9.38 e_homo_ev=-8.88 multiplicity=1
C 1.645 -1.630 -1.530 -0.41
N 0.459 -2.163 -0.844 -0.64
C -0.786 -1.384 -1.102 -0.23
C -1.821 -1.685 -0.007 -0.51
S -2.723 -0.062 0.226 -0.06
H 1.604 -0.534 -1.552 0.20
H 1.748 -2.083 -2.515 0.17
H 2.526 -2.044 -1.023 0.20
H 0.334 -3.140 -1.068 0.35
H -0.571 -0.309 -1.039 0.19
H -1.093 -1.524 -2.138 0.18
H -2.481 -2.448 -0.418 0.21
H -1.209 -2.098 0.801 0.24
H -3.280 -0.525 1.340 0.13
H -0.147 2.996 2.301 0.48
H -1.391 2.308 2.428 0.47
O -0.634 2.517 2.995 -0.95
H 0.816 3.596 -0.325 0.47
H 0.640 2.107 -0.299 0.48
O 0.128 2.928 -0.279 -0.95
H 2.855 1.606 1.206 0.48
H 1.383 1.517 1.679 0.49
O 1.996 2.052 1.163 -0.97

---

In the order shown, the computed largest force on an atom values come out to 3.615 1.846 eV Å⁻¹.
In the order shown, the computed relative energy (zero: lowest compared OMol25 entry of this formula, charge and spin) values come out to 364.6 97.2 kJ/mol.